{
  "formula": "C43H60AsBaBrN7",
  "method": "the ωB97M-V functional and the def2-TZVPD basis",
  "species": ["Ba", "C", "C", "C", "C", "C", "C", "C", "C", "C", "C", "C", "C", "N", "C", "C", "N", "C", "C", "C", "C", "C", "C", "C", "C", "C", "C", "C", "C", "C", "C", "C", "C", "C", "C", "C", "C", "C", "C", "H", "H", "H", "H", "H", "H", "H", "H", "H", "H", "H", "H", "H", "H", "H", "H", "H", "H", "H", "H", "H", "H", "H", "H", "H", "H", "H", "H", "H", "H", "H", "H", "H", "H", "H", "H", "H", "H", "H", "H", "C", "N", "C", "C", "N", "N", "C", "N", "N", "H", "H", "H", "H", "H", "H", "H", "H", "H", "H", "H", "C", "As", "C", "C", "H", "H", "H", "H", "H", "H", "H", "H", "H", "Br"],
  "coordinates": [[0.6230, -0.2739, -1.4903], [-4.5944, -0.3962, -1.6119], [-3.8791, 0.4704, -0.5713], [-4.7099, 0.5982, 0.7040], [-3.5023, 1.8185, -1.1611], [-4.4761, 2.6230, -1.7399], [-4.1456, 3.8241, -2.3482], [-2.8094, 4.1973, -2.4246], [-1.8116, 3.4179, -1.8581], [-0.3520, 3.8127, -1.9527], [0.0036, 4.4762, -3.2810], [0.0624, 4.6892, -0.7697], [-2.1603, 2.2476, -1.1575], [-1.1853, 1.4847, -0.4993], [-1.3063, 1.4105, 0.8498], [-0.6561, 0.4744, 1.6349], [0.1253, -0.5648, 1.1061], [0.5036, -1.5100, 2.0466], [1.8614, -1.7484, 2.3934], [2.1546, -2.6451, 3.4249], [1.1756, -3.3574, 4.0898], [-0.1449, -3.2010, 3.6864], [-0.4913, -2.3150, 2.6841], [-1.9410, -2.2690, 2.2240], [-2.9086, -1.7673, 3.3012], [-2.4009, -3.6512, 1.7473], [3.1040, -1.0578, 1.7817], [4.0795, -2.1097, 1.2374], [2.8082, -0.0862, 0.6334], [-0.7455, 0.8895, 3.0565], [-0.2109, 0.4857, 4.2592], [-0.5723, 1.1826, 5.4530], [-1.4232, 2.2539, 5.4654], [-1.9600, 2.7217, 4.2285], [-2.8017, 3.8583, 4.0430], [-3.1814, 4.2185, 2.7779], [-2.7649, 3.4960, 1.6199], [-1.9690, 2.3926, 1.7805], [-1.5956, 2.0325, 3.0924], [-4.7641, -1.4017, -1.2167], [-3.9993, -0.4731, -2.5242], [-5.5679, 0.0225, -1.8768], [-2.9402, -0.0324, -0.3148], [-5.6467, 1.1262, 0.5041], [-4.1692, 1.1465, 1.4749], [-4.9605, -0.3903, 1.0992], [-5.5127, 2.3037, -1.7193], [-4.9142, 4.4471, -2.7884], [-2.5474, 5.1126, -2.9423], [0.2171, 2.8783, -1.8828], [-0.4573, 5.4615, -3.3811], [-0.3297, 3.8583, -4.1182], [1.0844, 4.6169, -3.3519], [-0.5153, 5.6174, -0.7607], [1.1229, 4.9473, -0.8301], [-0.1146, 4.1733, 0.1737], [3.1886, -2.7636, 3.7340], [1.4354, -4.0294, 4.8986], [-0.9208, -3.7862, 4.1700], [-1.9889, -1.5811, 1.3763], [-2.8504, -2.3937, 4.1956], [-3.9349, -1.8114, 2.9283], [-2.6963, -0.7415, 3.5913], [-2.5193, -4.3380, 2.5893], [-1.6892, -4.1015, 1.0499], [-3.3674, -3.5737, 1.2432], [3.6187, -0.5197, 2.5836], [3.6758, -2.5610, 0.3238], [4.2643, -2.9162, 1.9440], [5.0343, -1.6421, 0.9808], [2.0279, -0.5748, 0.0670], [3.7034, 0.1270, 0.0389], [2.3372, 0.8401, 0.9675], [0.4651, -0.3548, 4.3426], [-0.1487, 0.8340, 6.3886], [-1.6734, 2.7555, 6.3929], [-3.1284, 4.4352, 4.9009], [-3.8177, 5.0850, 2.6402], [-3.0878, 3.8322, 0.6431], [5.4217, -2.2441, -2.2188], [5.1295, -0.8313, -2.3947], [6.3061, -0.0301, -2.6700], [3.9338, -0.5127, -3.0238], [2.7758, -0.8773, -2.5977], [3.9841, 0.2357, -4.1713], [2.8076, 1.0501, -4.4379], [2.1348, 0.6367, -5.5533], [2.5568, 2.0055, -3.6511], [5.8821, -2.6705, -3.1190], [4.5071, -2.7911, -2.0048], [6.1018, -2.3730, -1.3767], [7.0120, -0.1660, -1.8504], [6.0422, 1.0257, -2.7049], [6.8154, -0.3153, -3.6014], [2.8655, -1.3112, -1.6831], [4.8666, 0.6471, -4.4225], [2.3054, -0.3287, -5.7891], [1.1340, 0.8499, -5.5164], [1.6735, 2.4567, -3.8928], [1.0037, -4.5187, 0.4358], [0.8437, -2.9768, -0.8381], [1.6043, -3.9760, -2.4215], [-1.0077, -3.0964, -1.4883], [0.4807, -4.3226, 1.3703], [2.0630, -4.6330, 0.6708], [0.6381, -5.4451, -0.0101], [2.5346, -4.4609, -2.1164], [1.8157, -3.2997, -3.2524], [0.9096, -4.7480, -2.7549], [-1.3119, -4.1370, -1.3823], [-1.0192, -2.8391, -2.5518], [-1.7021, -2.4498, -0.9508], [-0.8227, 0.6894, -4.0217]],
  "forces_ev_per_angstrom": [[-3.415, 4.075, -0.960], [0.027, 0.012, 0.037], [0.101, -0.029, -0.088], [-0.034, -0.060, 0.014], [-0.054, 0.006, 0.028], [0.014, 0.023, 0.021], [0.046, -0.036, 0.027], [-0.050, -0.024, -0.013], [0.074, -0.032, -0.018], [0.026, -0.047, 0.008], [-0.050, -0.032, 0.010], [-0.001, -0.039, -0.010], [0.048, -0.270, 0.106], [-0.033, 0.066, -0.343], [0.006, 0.244, 0.680], [0.170, -0.053, 0.387], [0.032, 0.124, 0.104], [0.007, -0.201, 0.017], [0.236, 0.052, 0.049], [-0.049, 0.056, -0.082], [-0.016, -0.014, 0.019], [0.012, -0.017, 0.100], [-0.017, 0.049, 0.013], [-0.030, 0.074, 0.008], [0.035, -0.020, -0.083], [0.041, -0.046, -0.075], [-0.339, -0.032, -0.182], [0.021, -0.007, -0.043], [0.031, 0.049, 0.572], [0.007, -0.107, -0.314], [-0.066, 0.025, 0.072], [0.014, -0.041, -0.104], [0.024, -0.026, -0.001], [-0.083, 0.143, 0.117], [0.037, -0.072, -0.018], [0.053, -0.079, -0.062], [0.012, 0.111, 0.066], [0.095, 0.004, -0.483], [0.058, -0.105, -0.076], [-0.011, -0.028, 0.006], [-0.001, 0.003, -0.001], [-0.025, 0.004, -0.022], [-0.101, 0.061, 0.002], [-0.029, 0.019, -0.009], [-0.041, -0.032, -0.012], [-0.010, -0.019, 0.003], [-0.028, -0.007, -0.002], [-0.018, 0.016, -0.009], [0.008, 0.014, -0.008], [-0.049, 0.108, -0.006], [-0.002, 0.024, 0.004], [0.000, 0.006, -0.001], [0.045, 0.030, 0.002], [-0.014, 0.021, -0.007], [0.036, 0.007, 0.001], [-0.029, -0.028, 0.036], [-0.014, -0.002, 0.013], [-0.006, 0.000, -0.001], [-0.009, 0.000, 0.003], [0.016, -0.012, 0.048], [0.003, -0.021, 0.019], [-0.008, 0.009, 0.009], [0.040, 0.062, 0.006], [0.008, -0.026, 0.005], [-0.095, 0.046, 0.050], [-0.028, -0.012, 0.007], [-0.050, 0.022, 0.048], [-0.036, -0.011, 0.022], [0.057, -0.012, 0.011], [0.015, -0.011, -0.013], [1.187, -0.211, 0.696], [-0.032, -0.034, 0.056], [0.140, 0.033, 0.056], [-0.002, -0.014, -0.006], [0.002, 0.000, 0.008], [0.000, 0.004, 0.015], [0.000, 0.005, 0.018], [-0.007, 0.009, -0.001], [-0.009, 0.020, 0.006], [-0.107, -0.030, 0.165], [0.151, 0.070, -0.191], [0.000, -0.011, 0.011], [-0.134, 0.179, -0.087], [1.416, -0.588, -0.585], [-0.070, 0.173, 0.186], [0.141, -0.213, -0.119], [-0.159, 0.037, 0.007], [-0.026, 0.078, 0.060], [0.033, -0.008, -0.005], [0.007, -0.010, -0.002], [0.001, -0.025, 0.000], [0.013, -0.003, -0.014], [0.015, -0.001, 0.023], [-0.004, 0.002, -0.029], [0.614, -0.411, -0.030], [-0.038, 0.049, 0.009], [0.018, 0.009, -0.003], [0.085, -0.017, 0.020], [0.030, -0.019, -0.018], [-0.112, 0.373, -0.387], [0.778, -3.868, 0.620], [-0.135, 0.160, 0.364], [-0.038, -0.051, -0.061], [0.027, 0.123, -0.093], [0.006, 0.077, -0.079], [-0.049, 0.067, -0.094], [-0.010, 0.062, 0.017], [-0.067, 0.026, 0.128], [-0.032, 0.005, 0.062], [-0.106, 0.042, -0.033], [-0.025, 0.040, 0.068], [0.085, -0.003, 0.079], [-0.206, -0.082, -0.534]],
  "lowdin_charge": [1.49, -0.07, -0.37, -0.05, -0.15, -0.06, -0.10, -0.05, -0.18, -0.40, -0.10, -0.05, -0.27, -0.10, -0.25, -0.23, -0.16, -0.28, -0.14, -0.08, -0.10, -0.07, -0.17, -0.36, -0.04, -0.07, -0.33, -0.08, -0.14, -0.09, -0.02, -0.09, -0.06, -0.18, -0.05, -0.08, -0.01, -0.09, -0.11, 0.07, 0.07, 0.07, 0.11, 0.08, 0.07, 0.07, 0.10, 0.09, 0.10, 0.08, 0.07, 0.06, 0.07, 0.08, 0.07, 0.07, 0.10, 0.09, 0.11, 0.11, 0.07, 0.07, 0.07, 0.07, 0.05, 0.08, 0.14, 0.05, 0.06, 0.07, -0.14, 0.08, 0.10, 0.09, 0.09, 0.09, 0.10, 0.09, 0.10, -0.06, -0.16, -0.07, -0.46, -0.10, 0.13, -0.57, 0.12, 0.16, 0.09, 0.07, 0.09, 0.09, 0.09, 0.09, -0.05, 0.12, 0.09, -0.04, 0.01, -0.26, 0.97, -0.30, -0.33, 0.00, 0.02, 0.03, 0.01, 0.00, 0.02, 0.03, 0.02, 0.01, -0.19],
  "max_force_ev_per_a": 5.40,
  "relative_energy_kj_mol": 294.33,
  "gap_ev": 3.924,
  "total_charge": -1
}